Record 1
144
Properties=species:S:1:pos:R:3:forces:R:3:mulliken_charge:R:1 method="wB97M-V/def2-TZVPD" homo_lumo_gap_ev=7.9 smiles="CC[C@@H](Br)c1cc2c(cc1CN)C(=O)c1c(cc(CC(=O)O)c(N)c1CCCCOC(C)=O)C2=O.CC(C)=O.CC(C)=O.CC(C)=O.CC(C)=O.CC(C)=O.CC(C)=O.CC(C)=O.CC(C)=O" e_homo_ev=-8.019 total_charge=0 e_lumo_ha=-0.0029 e_tot_ev=-154781.063
C 4.219890 3.345330 2.757251 0.31 -0.28 0.49 -0.45
C 4.083535 2.426866 4.041079 -0.42 0.25 0.33 -0.42
C 2.954924 1.301852 3.955012 -0.07 -0.18 -0.74 -0.37
Br 1.730992 1.514389 5.536329 0.53 -0.47 -0.52 -0.18
C 2.128347 1.288686 2.620056 -1.18 -0.21 -2.11 0.76
C 0.743834 1.888883 2.518234 1.12 -1.20 -2.60 -0.71
C 0.025279 1.785900 1.227874 1.75 -1.11 -0.29 0.19
C 0.667336 1.098392 0.041517 0.71 -0.01 1.06 0.40
C 2.031946 0.532730 0.091591 -1.39 1.79 3.12 -0.82
C 2.763777 0.637861 1.416683 -1.63 0.58 -0.49 0.43
C 4.202628 -0.012786 1.443366 -0.46 -0.07 0.53 0.15
N 4.206225 -1.338013 0.723278 -0.07 0.27 0.66 -0.68
C -0.180833 0.983756 -1.290348 -0.29 0.17 0.41 -0.20
O 0.285662 1.190886 -2.401236 -0.65 -0.51 1.74 -0.57
C -1.704524 0.623508 -1.045916 -1.65 -0.20 0.60 0.74
C -2.342612 1.347332 0.119575 -0.79 -1.01 -0.90 0.34
C -3.772308 1.153425 0.457267 1.75 -1.83 -2.99 -1.31
C -4.538577 0.168113 -0.388656 1.65 0.92 0.16 0.99
C -6.066051 -0.024191 0.016150 1.67 0.30 -0.26 -1.15
C -6.205425 -1.007457 1.239050 -1.95 -1.13 0.84 0.72
O -7.260678 -1.549173 1.538266 1.92 1.30 -1.00 -0.55
O -5.085040 -1.286281 2.076099 -0.85 1.52 -0.84 -0.42
C -3.898271 -0.587171 -1.522477 0.93 1.37 1.43 0.47
N -4.730750 -1.552786 -2.247911 1.07 -0.04 1.53 -0.59
C -2.447368 -0.357437 -1.900475 -0.99 1.61 1.86 0.42
C -1.761726 -1.136430 -3.094275 -0.53 -0.42 0.61 -1.11
C -0.406475 -1.864274 -2.702573 0.77 -0.48 0.11 -0.66
C -0.381139 -2.492217 -1.244202 -0.02 -0.49 -0.94 -0.15
C -1.303908 -3.806791 -1.237981 0.84 1.93 0.41 -0.45
O -0.421196 -4.948075 -1.049937 -1.56 -0.68 1.44 -0.34
C -0.869162 -5.639138 0.093788 -0.72 -1.23 1.65 0.57
C -0.584171 -4.970084 1.517576 0.44 0.23 -1.55 -0.66
O -1.481223 -6.694320 0.059478 1.33 1.88 -0.75 -0.56
C -1.441384 2.323826 0.980195 0.29 -0.16 -0.14 -0.29
O -1.840341 3.407512 1.394736 0.53 -2.01 -0.42 -0.58
H 4.684514 2.759291 1.914416 -0.35 0.90 0.78 0.01
H 3.228342 3.746681 2.410826 0.94 -0.50 0.49 0.04
H 4.862820 4.234128 3.065478 -0.59 -1.13 -0.66 0.30
H 3.805110 3.089463 4.921349 0.46 -0.85 -1.10 0.39
H 5.054062 1.893201 4.296755 -1.03 0.79 -0.43 0.25
H 3.404910 0.268320 4.082609 -0.65 1.38 -0.01 0.69
H 0.243958 2.402573 3.379831 0.77 -0.63 -0.97 0.24
H 2.536854 0.039468 -0.778447 -0.71 0.62 0.93 0.48
H 4.519973 -0.231129 2.505698 -0.40 0.59 -0.89 0.05
H 4.990402 0.673584 0.994663 -1.23 -0.81 0.42 -0.25
H 3.260153 -1.736913 0.706837 0.40 0.36 0.08 0.25
H 4.739857 -1.971129 1.332246 -0.16 0.18 -0.60 0.32
H -4.234717 1.699065 1.325491 0.51 -0.67 -1.16 0.34
H -6.417919 1.007081 0.346550 0.27 -1.40 -0.18 0.52
H -6.709944 -0.296126 -0.879176 0.59 0.01 1.41 -0.09
H -5.229261 -0.749821 2.886630 0.15 -0.67 -0.51 0.32
H -4.161886 -2.387740 -2.465294 -0.28 0.74 -0.12 0.24
H -5.435094 -1.921560 -1.587851 0.31 0.47 -0.56 0.27
H -2.481352 -1.960031 -3.415303 0.81 1.08 0.35 0.10
H -1.640006 -0.477810 -4.004719 0.00 -0.60 1.15 0.37
H -0.236800 -2.719448 -3.454157 -0.32 1.44 1.36 0.54
H 0.512240 -1.208672 -2.792728 -1.32 -0.50 -0.12 0.32
H -0.661216 -1.752237 -0.440119 0.12 -0.82 -0.85 0.03
H 0.684452 -2.829614 -1.031184 -1.34 0.34 -0.26 0.34
H -1.810191 -3.927238 -2.236078 0.32 0.03 1.11 0.26
H -2.037774 -3.663127 -0.384406 0.59 -0.66 -1.12 0.25
H -1.515432 -4.377710 1.784982 1.29 -0.68 -0.11 0.21
H -0.362751 -5.750534 2.294231 -0.49 0.82 -1.03 0.32
H 0.314635 -4.303495 1.369470 -1.09 -0.42 0.43 0.25
C 1.171003 -4.125345 -7.108937 0.13 -0.09 0.33 -1.14
C 0.363629 -2.960086 -6.599572 0.02 0.10 0.45 0.75
C -0.437132 -2.178516 -7.608340 -0.14 0.23 0.25 -1.09
O 0.358243 -2.662314 -5.422348 0.07 -0.11 -0.75 -0.46
H 1.695041 -4.593974 -6.274861 -0.07 0.07 -0.06 0.29
H 0.510130 -4.864042 -7.566861 0.08 0.07 -0.18 0.34
H 1.908342 -3.777856 -7.835268 -0.13 -0.09 -0.14 0.34
H -1.169071 -2.831076 -8.088510 0.13 0.01 -0.17 0.34
H 0.229050 -1.744951 -8.356765 -0.09 -0.15 -0.12 0.35
H -0.967227 -1.370741 -7.101730 0.07 -0.08 -0.03 0.23
C 0.362416 6.460759 4.208098 -0.23 -0.29 -0.03 -1.28
C 1.599368 5.612064 4.343633 -0.12 -0.48 -0.05 0.81
C 2.905672 6.324884 4.581610 0.20 -0.29 0.02 -1.01
O 1.545612 4.402131 4.264292 0.03 0.53 -0.01 -0.33
H -0.501534 5.816128 4.040279 0.11 0.04 -0.01 0.28
H 0.200826 7.032008 5.124660 0.07 0.17 -0.12 0.36
H 0.466064 7.136044 3.356485 0.02 0.14 0.14 0.35
H 2.856295 6.890194 5.514447 -0.02 0.16 -0.13 0.40
H 3.121681 6.994239 3.746396 -0.05 0.14 0.13 0.31
H 3.709223 5.591279 4.658980 -0.09 0.05 -0.01 0.14
C -9.283621 -0.029208 -4.597231 -0.07 0.26 0.22 -1.06
C -8.719609 -0.749400 -3.401497 0.04 0.22 0.39 0.91
C -8.248945 -2.165799 -3.604903 0.11 -0.04 0.32 -1.14
O -8.646661 -0.209913 -2.315344 0.05 -0.13 -0.28 -0.58
H -9.581278 0.978570 -4.304471 0.04 -0.10 -0.01 0.19
H -8.525855 0.043218 -5.379594 -0.14 -0.13 -0.10 0.36
H -10.161954 -0.558934 -4.970960 0.13 -0.03 -0.19 0.34
H -7.445217 -2.188029 -4.343460 -0.14 -0.07 -0.10 0.31
H -9.081360 -2.790576 -3.934686 0.09 0.01 -0.17 0.39
H -7.868448 -2.559544 -2.661163 -0.06 0.05 -0.08 0.23
C -3.628178 -5.601761 5.210332 0.18 0.30 -0.11 -1.10
C -2.662866 -6.580675 4.594228 0.39 0.12 -0.24 0.80
C -2.991500 -8.045884 4.713831 0.29 -0.12 -0.18 -1.12
O -1.660160 -6.203666 4.023762 -0.36 -0.15 0.40 -0.52
H -3.265592 -4.585753 5.048024 -0.02 -0.11 0.00 0.28
H -4.609471 -5.702279 4.742354 -0.05 -0.08 0.18 0.33
H -3.703195 -5.779560 6.284955 -0.19 -0.08 -0.05 0.34
H -3.944617 -8.254458 4.224027 -0.06 -0.02 0.19 0.33
H -3.038402 -8.331820 5.766606 -0.21 0.00 -0.03 0.34
H -2.211670 -8.632147 4.226084 -0.07 0.09 0.03 0.29
C 8.150989 -2.736775 3.492300 -0.05 0.12 -0.37 -1.12
C 6.716022 -3.150038 3.689994 -0.29 0.04 -0.31 0.83
C 6.333547 -3.702516 5.037940 -0.36 -0.06 -0.11 -1.14
O 5.899783 -3.041975 2.797802 0.21 0.00 0.29 -0.58
H 8.281660 -2.358618 2.477374 -0.04 -0.04 0.09 0.30
H 8.410378 -1.944592 4.197487 0.10 -0.16 0.10 0.32
H 8.808534 -3.596791 3.633179 0.04 0.10 0.18 0.35
H 6.512708 -2.953132 5.811497 0.16 -0.12 0.05 0.33
H 6.910720 -4.605289 5.247263 0.10 0.13 0.13 0.36
H 5.272988 -3.957591 5.036501 0.10 0.03 -0.02 0.29
C 7.135098 3.975469 -1.223925 -0.25 -0.08 0.04 -1.17
C 6.673802 2.549524 -1.105308 -0.33 0.05 0.23 0.82
C 7.221431 1.558688 -2.098669 -0.19 -0.34 0.17 -1.19
O 5.889454 2.208451 -0.240893 0.31 0.11 -0.20 -0.47
H 6.660217 4.574515 -0.445347 0.01 -0.05 -0.10 0.20
H 8.217709 4.027330 -1.093681 -0.22 0.05 -0.23 0.36
H 6.850515 4.378795 -2.198365 0.14 -0.04 -0.04 0.43
H 8.308231 1.504505 -2.008954 0.00 0.13 -0.18 0.33
H 6.941306 1.854363 -3.111552 0.20 0.06 -0.01 0.34
H 6.803024 0.571895 -1.893510 0.01 0.10 0.00 0.30
C 11.016229 5.453717 1.926738 0.20 0.02 -0.33 -1.22
C 9.764763 4.946009 1.259714 -0.01 -0.08 -0.43 0.81
C 8.556238 4.724949 2.133032 -0.19 -0.13 -0.32 -0.70
O 9.732347 4.723934 0.065331 0.37 0.15 0.57 -0.57
H 11.803632 5.566251 1.180215 -0.09 -0.02 0.06 0.33
H 10.825492 6.426600 2.384033 0.01 -0.12 0.18 0.32
H 11.349868 4.740749 2.683210 -0.08 0.15 0.13 0.32
H 8.257577 5.665886 2.599514 0.09 -0.09 0.17 0.34
H 8.782191 3.980134 2.898676 0.00 0.17 0.12 0.35
H 7.729472 4.359041 1.523296 0.08 0.01 0.10 -0.07
C -12.656771 2.790041 -5.374031 -0.08 -0.32 -0.13 -1.13
C -11.391727 2.945342 -6.177879 0.15 -0.34 -0.35 0.89
C -10.578645 4.194057 -5.954248 0.25 -0.09 -0.23 -1.14
O -11.041569 2.098416 -6.973461 -0.09 0.22 0.25 -0.55
H -13.138572 1.847323 -5.637030 0.07 0.09 0.00 0.29
H -12.421051 2.777517 -4.307875 -0.09 0.20 0.00 0.31
H -13.343169 3.608837 -5.598433 0.06 0.06 0.20 0.38
H -10.251319 4.243650 -4.913710 -0.15 0.16 0.01 0.31
H -11.173235 5.074960 -6.204285 0.00 0.03 0.21 0.37
H -9.698047 4.172011 -6.597588 -0.10 -0.02 0.05 0.30

Record 2
34
Properties=species:S:1:pos:R:3:forces:R:3:mulliken_charge:R:1 method="wB97M-V/def2-TZVPD" homo_lumo_gap_ev="6.8 / 6.2" s_squared=0.7778 e_homo_ev="-12.837 / -12.960" total_charge=+1 relative_energy_ev=1.5070 e_lumo_ha="-0.2233 / -0.2486" e_tot_ev=-114648.078 spin_multiplicity=2
Ir -0.105704 0.535075 -0.089014 0.00 0.21 1.66 0.53
C -1.403193 4.092173 0.359623 -0.05 0.02 0.09 -1.35
C -0.855705 3.245276 1.446537 0.08 0.05 -0.21 0.26
N -0.234383 2.079292 1.304736 -0.66 -1.08 -0.87 -0.25
C 0.081133 1.602557 2.555221 0.21 -0.10 0.06 0.49
C -0.301116 2.522803 3.476814 -0.04 -0.13 -0.03 -0.05
N -0.884906 3.534726 2.753747 0.11 -0.02 0.05 0.01
C -0.251200 2.625446 4.968554 -0.13 0.36 -0.17 0.48
O 0.270463 1.621278 5.625085 0.22 -0.15 0.18 -0.50
O -0.701967 3.620378 5.470952 0.00 -0.13 0.01 -0.56
C 0.710720 0.265364 2.646166 -0.23 0.75 0.73 0.89
O 1.072972 -0.201168 3.699888 0.08 -0.11 -0.29 -0.70
O 0.850978 -0.329692 1.482099 -0.83 0.09 -1.64 -0.51
H -1.285155 3.589591 -0.597296 0.00 0.01 -0.02 0.26
H -0.883847 5.049845 0.319781 0.03 -0.02 -0.02 0.40
H -2.462550 4.288926 0.525280 0.00 -0.03 -0.02 0.36
H -1.264049 4.366188 3.191487 0.03 0.00 0.04 0.26
H 0.660260 0.926303 5.045110 -0.13 -0.02 -0.04 0.43
F 2.117966 -5.494272 -5.522421 0.00 0.00 -0.01 -0.24
C 1.767425 -4.570059 -4.663006 -0.02 0.03 0.03 0.39
C 0.453287 -4.528436 -4.199497 0.01 -0.01 -0.01 0.28
F -0.424037 -5.416123 -4.630684 0.01 0.01 0.00 -0.26
C 0.090819 -3.556961 -3.294621 0.04 0.07 0.03 0.68
F -1.149132 -3.509061 -2.850372 0.01 -0.06 -0.05 -0.20
C 1.036040 -2.615011 -2.845642 -0.46 0.30 0.26 -0.84
Se 0.509466 -1.352131 -1.596187 0.44 -0.48 -0.28 0.36
C 2.352924 -2.672499 -3.325127 0.01 0.11 0.10 0.50
F 3.242921 -1.792480 -2.911625 0.04 -0.06 -0.06 -0.22
C 2.716162 -3.645002 -4.228937 0.06 -0.01 -0.02 0.33
F 3.952378 -3.712262 -4.689305 -0.01 0.00 0.00 -0.25
F -2.883179 1.004791 0.354600 -0.07 0.08 0.03 -0.17
C -2.102622 -0.042473 0.089415 1.63 0.11 0.82 0.57
F -2.565191 -0.640505 -0.995123 0.02 0.05 -0.07 -0.18
F -2.127980 -0.891878 1.123761 -0.38 0.17 -0.30 -0.21